Record 1
Molecular formula: C34H80Cl10N4
Method: DFT, ωB97M-V/def2-TZVPD

Cartesian coordinates (Å):
Cl  32.4380  5.1960  20.9670
C  32.9890  6.8980  21.1900
C  31.9520  7.8030  20.4440
Cl  30.5280  8.1010  21.3380
H  33.7060  6.9180  20.4290
H  33.1600  7.0570  22.3460
H  31.5950  7.4450  19.5520
H  32.3710  8.7880  20.3170
Cl  34.3020  16.9920  13.2200
C  34.1630  17.1470  15.0330
C  32.7820  16.6310  15.4630
Cl  31.6150  17.9040  15.0770
H  34.1880  18.2140  15.5080
H  34.8640  16.4930  15.2500
H  32.9100  16.3940  16.4430
H  32.6030  15.6220  14.8290
Cl  34.9640  13.7170  16.2120
C  33.7890  12.4480  15.8510
C  33.0820  11.6970  17.0150
Cl  32.4210  10.1710  16.7400
H  34.3330  11.6170  15.3410
H  32.9920  12.6780  15.0860
H  32.3230  12.4370  17.7220
H  33.7900  11.4880  17.8090
Cl  26.2550  8.2360  22.2850
C  27.4800  9.0070  23.3360
C  26.9300  10.1120  24.0840
Cl  26.5650  11.5290  23.0820
H  28.0850  9.4300  22.5350
H  27.8730  8.2200  23.7560
H  27.6530  10.5870  24.7710
H  26.0500  9.7500  24.7720
Cl  27.7460  11.1160  18.2500
C  26.2470  10.2320  18.1190
C  25.8670  9.6100  16.8420
Cl  25.4580  10.7510  15.5420
H  25.4430  10.8060  18.4780
H  26.3110  9.4580  18.9620
H  25.3190  8.8090  17.0530
H  26.6340  8.9940  16.3810
C  29.9330  18.9740  23.7270
C  30.6570  17.4990  23.4670
N  31.3380  17.1080  24.7750
C  32.7380  17.3500  24.7910
C  33.1890  18.5920  24.2650
C  30.8960  15.8380  25.2750
C  31.1500  14.6250  24.3920
H  29.3200  19.0970  24.6070
H  29.2930  18.8520  22.8190
H  30.6990  19.8940  23.8010
H  31.3360  17.5490  22.6790
H  29.9630  16.6240  23.0620
H  32.9630  16.5270  24.1280
H  33.1180  16.8860  25.7110
H  32.8580  19.1430  23.3850
H  34.4280  18.2780  24.1250
H  33.2700  19.3830  25.0930
H  29.8990  15.8570  25.4760
H  31.3890  15.7880  26.2180
H  32.2260  14.6050  24.1080
H  30.5370  14.5530  23.6030
H  30.9090  13.7120  24.8830
C  30.8030  12.2500  13.4420
C  29.9990  12.5120  14.8320
N  29.3240  13.8710  14.9940
C  28.2910  14.0930  14.1570
C  27.3160  13.0780  14.1260
C  29.0150  14.1960  16.4090
C  28.8000  15.7860  16.7580
H  30.0150  12.1100  12.7600
H  31.4870  11.4320  13.5740
H  31.4280  13.0180  13.0750
H  30.6690  12.4190  15.7270
H  29.3980  11.6290  15.3850
H  28.6760  14.0910  13.1390
H  28.0120  15.1390  14.0800
H  27.5360  12.1380  14.4600
H  26.7240  13.1070  13.3990
H  26.4960  13.4830  14.6880
H  29.7570  13.7570  17.1110
H  28.1340  13.7060  16.6920
H  29.7460  16.4180  16.6470
H  28.5260  15.8650  17.6630
H  27.9910  16.2730  16.2800
C  33.3050  11.3860  21.2690
C  32.7110  12.8930  21.1940
N  31.9890  13.0380  19.9500
C  30.6890  12.4370  19.8780
C  29.8800  12.3530  20.9440
C  31.7700  14.3920  19.4550
C  33.1010  15.2530  19.2350
H  33.7650  11.1370  20.2890
H  32.5240  10.7480  21.4800
H  34.0510  11.2500  22.0360
H  33.5780  13.3910  21.2470
H  32.1200  13.0140  22.1770
H  31.0730  11.3280  19.7940
H  30.2410  12.5280  18.8870
H  29.9790  12.3670  21.9980
H  29.3730  11.2950  20.9580
H  28.9260  12.9900  20.7800
H  30.8220  14.9630  20.2980
H  31.3470  14.5560  18.5180
H  32.7460  16.1800  18.8300
H  33.6570  14.6850  18.4750
H  33.8960  15.3470  19.9990
C  28.9660  22.4610  19.8420
C  29.0780  21.5330  18.5850
N  28.6700  20.1580  18.8560
C  27.9950  19.5030  17.7890
C  28.6090  19.5250  16.5850
C  29.7440  19.3700  19.5180
C  29.1740  18.0880  20.0540
H  29.6500  22.1900  20.5230
H  27.9470  22.5050  20.1480
H  29.3950  23.5490  19.6030
H  30.2290  21.3880  18.0890
H  28.4590  21.8170  17.8800
H  26.9900  20.0150  17.6160
H  27.3050  18.3990  18.1110
H  29.0200  20.3680  16.1150
H  27.8160  19.2350  15.8340
H  29.3790  18.6620  16.6770
H  30.1930  19.8150  20.2710
H  30.5920  19.1860  18.8080
H  28.9990  17.4280  19.2580
H  28.0300  18.1210  20.4080
H  29.7700  17.5920  20.9290

Atoms 1-6, force components in eV/Å:
Cl -0.19 -0.29 0.47
C -2.60 -0.12 0.45
C 1.84 0.84 2.88
Cl -2.05 0.30 1.49
H 2.46 0.31 0.09
H -0.01 0.13 -2.82

Computed properties:
highest occupied orbital energy	-0.280	Eh
total energy	-6163.6677	Ha
lowest unoccupied orbital energy	0.0132	Eh
relative energy (zero: lowest compared OMol25 entry of this formula, charge and spin)	260.3	kJ/mol
gap between HOMO and LUMO	7.981	eV

Mulliken atomic charge list, values in e, 8 entries: atom 1 (Cl): -0.210, atom 2 (C): -0.342, atom 3 (C): -0.242, atom 4 (Cl): -0.088, atom 5 (H): 0.312, atom 6 (H): 0.332, atom 7 (H): 0.482, atom 8 (H): -0.241


Record 2
Molecular formula: C13H29BO8S3
Method: DFT, ωB97M-V/def2-TZVPD

Cartesian coordinates (Å):
C  1.9100  5.3201  -1.0864
C  2.6852  3.9425  -1.5941
C  2.1083  2.6254  -0.7419
C  1.8546  1.3057  -1.7081
O  0.8803  0.4282  -0.9894
S  -0.6534  0.7280  -1.7390
O  -1.4472  -0.5911  -1.9388
O  -1.5447  1.6204  -0.5919
B  -2.1047  2.8648  -1.1547
C  -1.4544  3.7183  -2.4312
O  -3.3246  3.4759  -0.5399
H  2.6212  5.9680  -0.4084
H  0.9374  5.0742  -0.4413
H  1.5011  5.9611  -2.0064
H  2.5278  3.7711  -2.7561
H  3.8500  4.0877  -1.3993
H  1.0427  2.8965  -0.2789
H  2.8028  2.3936  0.1817
H  1.2846  1.7027  -2.6577
H  2.8401  0.7432  -2.0077
H  -0.4126  4.1120  -2.0540
H  -2.1131  4.6651  -2.7213
H  -1.2341  3.0390  -3.3740
H  -3.3197  4.4625  -0.7851
C  1.5544  -3.1695  0.3015
C  1.9956  -4.5818  -0.0799
C  3.4540  -4.5014  -0.5281
S  4.1667  -3.1105  0.3374
O  4.5163  -2.0943  -0.6328
O  5.1090  -3.5959  1.3259
C  2.6721  -2.6081  1.1677
H  0.5977  -3.1722  0.8318
H  1.4389  -2.5613  -0.6036
H  1.9143  -5.2381  0.7951
H  1.3634  -5.0046  -0.8670
H  4.0044  -5.4100  -0.2711
H  3.5327  -4.3091  -1.6016
H  2.6416  -1.5208  1.2569
H  2.6700  -3.0681  2.1604
C  -3.1633  -0.5944  1.1273
C  -4.3652  -1.5377  1.1381
C  -4.1168  -2.5847  2.2226
S  -3.0727  -1.8021  3.4429
O  -1.7892  -2.4719  3.4486
O  -3.8377  -1.5813  4.6539
C  -2.8959  -0.2502  2.5849
H  -3.3562  0.3025  0.5314
H  -2.2948  -1.1072  0.6969
H  -5.2728  -0.9693  1.3751
H  -4.5187  -2.0088  0.1622
H  -5.0494  -2.9048  2.6940
H  -3.5827  -3.4526  1.8261
H  -1.8983  0.1587  2.7538
H  -3.6551  0.4352  2.9734

Atoms 1-6, force components in eV/Å:
C -0.53 0.13 -0.13
C -0.12 -0.02 0.48
C -0.24 0.19 -0.13
C 0.05 1.87 0.28
O -1.26 0.61 -1.26
S -1.71 -3.65 -0.59

Computed properties:
highest occupied orbital energy	-0.376	Eh
total energy	-2333.9886	Ha
lowest unoccupied orbital energy	0.0016	Eh
gap between HOMO and LUMO	10.286	eV

Mulliken atomic charge list, values in e, 8 entries: atom 1 (C): -0.884, atom 2 (C): -0.385, atom 3 (C): -0.123, atom 4 (C): -0.579, atom 5 (O): -0.173, atom 6 (S): 0.528, atom 7 (O): -0.575, atom 8 (O): -0.266


Record 3
Molecular formula: C12H19ClO5
Method: DFT, ωB97M-V/def2-TZVPD

Cartesian coordinates (Å):
C  3.1812  -1.4983  -0.3206
C  2.3992  -0.4569  -1.1494
C  1.0350  -0.1310  -0.5875
O  1.3080  0.4388  0.7110
C  0.4506  0.0057  1.6425
O  0.3254  0.5443  2.6617
C  -0.3145  -1.1887  1.1086
C  0.0812  -1.3137  -0.3700
C  -1.1054  -1.3460  -1.3242
C  -1.8961  -2.6514  -1.3356
C  -1.0709  -3.9084  -1.1649
Cl  -3.1761  -2.6031  -0.0709
H  2.5029  -1.9463  0.3965
H  3.4709  -2.3118  -0.9680
H  4.0292  -1.0861  0.1993
H  2.2953  -0.7897  -2.1788
H  2.9757  0.4570  -1.1698
H  0.5689  0.6723  -1.1517
H  -0.0147  -2.1224  1.5635
H  -1.3448  -0.9376  1.3013
H  0.7322  -2.1493  -0.5769
H  -1.7866  -0.5715  -0.9910
H  -0.7593  -1.0570  -2.3129
H  -2.3820  -2.7192  -2.2948
H  -0.0620  -3.7967  -1.5433
H  -1.5154  -4.7627  -1.6505
H  -0.9753  -4.1769  -0.1205
C  -0.6668  3.1883  1.2875
C  -0.9367  4.4235  2.1133
O  -0.8574  5.4689  1.1393
C  -1.1151  4.9290  -0.0811
O  -1.2891  5.5561  -1.0744
O  -1.1457  3.5725  -0.0076
H  -1.1966  2.3129  1.6502
H  0.3961  2.9556  1.2162
H  -1.9368  4.4255  2.5512
H  -0.2043  4.5741  2.9021

Atoms 1-6, force components in eV/Å:
C -1.02 -0.06 -0.48
C 0.32 -0.29 -0.05
C 0.33 0.63 0.28
O 0.08 0.39 -0.29
C 0.40 -1.98 -2.83
O -0.42 1.53 3.46

Computed properties:
highest occupied orbital energy	-0.388	Eh
structure (SMILES)	CC[C@@H]1OC(=O)C[C@H]1C[C@@H](C)Cl.O=C1OCCO1
total energy	-1305.0648	Ha
lowest unoccupied orbital energy	0.0190	Eh
relative energy (zero: lowest compared OMol25 entry of this formula, charge and spin)	0.0	kJ/mol
gap between HOMO and LUMO	11.079	eV

Mulliken atomic charge list, values in e, 8 entries: atom 1 (C): -1.078, atom 2 (C): -0.926, atom 3 (C): -0.439, atom 4 (O): -0.415, atom 5 (C): 0.451, atom 6 (O): -0.562, atom 7 (C): -0.816, atom 8 (C): 1.125


Record 4
Molecular formula: H19O10
Method: DFT, ωB97M-V/def2-TZVPD

Cartesian coordinates (Å):
O  1.6803  -1.3569  -2.6792
H  1.9824  -2.2571  -2.5793
H  0.9762  -3.3859  1.8339
O  -0.5864  -2.9354  -0.2022
H  -0.4876  -2.8946  -1.1551
H  0.5194  0.7680  1.6133
O  1.9035  1.0319  -0.9389
H  -0.5942  -2.0315  0.1354
H  1.4642  0.4577  -0.2855
O  -1.0494  0.7826  -0.8527
H  -1.2072  2.5293  3.1173
H  2.0390  -0.9290  -1.8946
O  -1.9293  2.8268  2.6125
H  1.7146  -2.0332  2.0444
H  -0.4507  0.6440  -0.0186
O  0.8656  3.9204  -0.8674
H  1.2164  3.4780  -0.0930
H  1.0356  3.3183  -1.5889
O  -0.5884  -1.2949  3.0886
H  -0.9626  -1.9398  2.4842
H  -2.3946  0.9856  -2.9033
O  -2.4967  0.0943  -3.2483
H  -1.6470  -0.2284  -2.9181
H  -2.1009  2.1165  1.9830
O  1.8015  -2.9851  2.0993
H  1.4108  0.9220  -1.7527
O  0.4453  -0.0329  1.0807
H  -1.5178  -0.0182  -1.0602
H  -0.0201  -0.7593  2.4429

Atoms 1-6, force components in eV/Å:
O -0.12 -0.01 -0.08
H 0.06 -0.44 -0.10
H -0.33 0.31 -0.20
O -0.22 -0.35 0.34
H 0.09 0.31 -0.03
H 0.20 0.04 -0.04

Computed properties:
net charge	-1
highest occupied orbital energy	-0.238	Eh
total energy	-763.8583	Ha
lowest unoccupied orbital energy	0.1064	Eh
relative energy (zero: lowest compared OMol25 entry of this formula, charge and spin)	84.4	kJ/mol
gap between HOMO and LUMO	9.383	eV

Mulliken atomic charge list, values in e, 8 entries: atom 1 (O): -0.626, atom 2 (H): 0.298, atom 3 (H): 0.290, atom 4 (O): -0.623, atom 5 (H): 0.287, atom 6 (H): 0.126, atom 7 (O): -0.703, atom 8 (H): 0.288


Question: Among the records above, which one has the lowest lowest unoccupied orbital energy?
Answer: C13H29BO8S3


What did the second record say?
Molecular formula: C13H29BO8S3
Method: DFT, ωB97M-V/def2-TZVPD

Cartesian coordinates (Å):
C  1.9100  5.3201  -1.0864
C  2.6852  3.9425  -1.5941
C  2.1083  2.6254  -0.7419
C  1.8546  1.3057  -1.7081
O  0.8803  0.4282  -0.9894
S  -0.6534  0.7280  -1.7390
O  -1.4472  -0.5911  -1.9388
O  -1.5447  1.6204  -0.5919
B  -2.1047  2.8648  -1.1547
C  -1.4544  3.7183  -2.4312
O  -3.3246  3.4759  -0.5399
H  2.6212  5.9680  -0.4084
H  0.9374  5.0742  -0.4413
H  1.5011  5.9611  -2.0064
H  2.5278  3.7711  -2.7561
H  3.8500  4.0877  -1.3993
H  1.0427  2.8965  -0.2789
H  2.8028  2.3936  0.1817
H  1.2846  1.7027  -2.6577
H  2.8401  0.7432  -2.0077
H  -0.4126  4.1120  -2.0540
H  -2.1131  4.6651  -2.7213
H  -1.2341  3.0390  -3.3740
H  -3.3197  4.4625  -0.7851
C  1.5544  -3.1695  0.3015
C  1.9956  -4.5818  -0.0799
C  3.4540  -4.5014  -0.5281
S  4.1667  -3.1105  0.3374
O  4.5163  -2.0943  -0.6328
O  5.1090  -3.5959  1.3259
C  2.6721  -2.6081  1.1677
H  0.5977  -3.1722  0.8318
H  1.4389  -2.5613  -0.6036
H  1.9143  -5.2381  0.7951
H  1.3634  -5.0046  -0.8670
H  4.0044  -5.4100  -0.2711
H  3.5327  -4.3091  -1.6016
H  2.6416  -1.5208  1.2569
H  2.6700  -3.0681  2.1604
C  -3.1633  -0.5944  1.1273
C  -4.3652  -1.5377  1.1381
C  -4.1168  -2.5847  2.2226
S  -3.0727  -1.8021  3.4429
O  -1.7892  -2.4719  3.4486
O  -3.8377  -1.5813  4.6539
C  -2.8959  -0.2502  2.5849
H  -3.3562  0.3025  0.5314
H  -2.2948  -1.1072  0.6969
H  -5.2728  -0.9693  1.3751
H  -4.5187  -2.0088  0.1622
H  -5.0494  -2.9048  2.6940
H  -3.5827  -3.4526  1.8261
H  -1.8983  0.1587  2.7538
H  -3.6551  0.4352  2.9734

Atoms 1-6, force components in eV/Å:
C -0.53 0.13 -0.13
C -0.12 -0.02 0.48
C -0.24 0.19 -0.13
C 0.05 1.87 0.28
O -1.26 0.61 -1.26
S -1.71 -3.65 -0.59

Computed properties:
highest occupied orbital energy	-0.376	Eh
total energy	-2333.9886	Ha
lowest unoccupied orbital energy	0.0016	Eh
gap between HOMO and LUMO	10.286	eV

Mulliken atomic charge list, values in e, 8 entries: atom 1 (C): -0.884, atom 2 (C): -0.385, atom 3 (C): -0.123, atom 4 (C): -0.579, atom 5 (O): -0.173, atom 6 (S): 0.528, atom 7 (O): -0.575, atom 8 (O): -0.266


Question: The lowest gap between HOMO and LUMO belongs to which entry?
Answer: C34H80Cl10N4